Record 1
# C24H16BrCl2N5O3Tc

C24H16BrCl2N5O3Tc as an isolated structure (ωB97M-V with the def2-TZVPD basis set, the OMol25 dataset).

Total energy = -136026.88653 eV
Spin multiplicity = 4
HOMO level (alpha / beta) = -5.4151 / -7.9186 eV
Max |F| = 0.37 eV/A
Energy relative to the best compared isomer or geometry (same formula, charge and spin) = 0.259 eV
Total charge = 0

Element x y z (Å)
1 Tc -0.9527 -0.2233 0.1444
2 O -0.5701 2.5752 3.2120
3 C -0.6251 2.1438 2.0561
4 N -1.0043 0.8187 1.8021
5 C -1.4172 0.1217 3.0153
6 C -2.1780 -1.1276 2.6802
7 C -2.8801 -1.8429 3.6437
8 C -3.5772 -2.9742 3.2703
9 C -3.5652 -3.3657 1.9352
10 C -2.8448 -2.6144 1.0334
11 N -2.1581 -1.5240 1.4010
12 C -0.3874 3.0153 0.9224
13 C -0.4458 4.4045 1.0959
14 C -0.4354 5.2632 0.0326
15 C -0.3919 4.7180 -1.2851
16 C -0.2748 3.3799 -1.4465
17 N -0.1979 2.5328 -0.3723
18 H -2.0311 0.7704 3.6449
19 H -0.5468 -0.1385 3.6296
20 H -2.8770 -1.4946 4.6678
21 H -4.1325 -3.5421 4.0050
22 H -4.1088 -4.2349 1.5945
23 H -2.8166 -2.8657 -0.0185
24 H -0.5343 4.7551 2.1145
25 H -0.4989 6.3311 0.1840
26 H -0.4501 5.3471 -2.1613
27 H -0.2155 2.8930 -2.4095
28 Br 1.9237 -1.3922 1.5898
29 C 1.4677 -2.1667 -0.0598
30 C 2.2840 -3.1161 -0.6493
31 C 1.8523 -3.7010 -1.8282
32 C 0.6224 -3.3463 -2.3583
33 C -0.1180 -2.3786 -1.7126
34 N 0.3123 -1.7755 -0.5908
35 C -1.4810 -1.9348 -2.1813
36 O -2.0085 -2.4830 -3.1262
37 O -1.9722 -0.9775 -1.4612
38 H 3.2213 -3.3799 -0.1835
39 H 2.4676 -4.4450 -2.3167
40 H 0.2134 -3.7861 -3.2562
41 Cl 2.6015 2.1022 1.1642
42 C 2.7118 1.4793 -0.4483
43 C 3.9759 1.3186 -0.9895
44 C 4.1204 0.7922 -2.2615
45 C 2.9983 0.4541 -2.9968
46 C 1.7406 0.6440 -2.4480
47 Cl 0.3661 0.2977 -3.4524
48 C 1.5422 1.1327 -1.1470
49 N 0.2492 1.2173 -0.5925
50 H 4.8376 1.5978 -0.3994
51 H 5.1073 0.6594 -2.6837
52 H 3.0818 0.0660 -4.0022

***

Record 2
# C24H16Cl2I2N5OSTi

C24H16Cl2I2N5OSTi as an isolated structure (ωB97M-V with the def2-TZVPD basis set, the OMol25 dataset).

Total energy = -109846.90699 eV
Spin multiplicity = 3
HOMO level (alpha / beta) = -2.0960 / -4.1200 eV
Max |F| = 0.62 eV/A
Energy relative to the best compared isomer or geometry (same formula, charge and spin) = 0.000 eV
Total charge = -1

Element x y z (Å)
1 Ti -0.5310 0.2089 0.2466
2 C 0.5682 -0.1221 4.8413
3 N 0.0431 -1.1958 4.0257
4 C 0.4383 -2.5190 4.0595
5 C -0.1996 -3.1439 3.0511
6 N -0.9808 -2.2022 2.4086
7 C -0.8337 -0.9993 3.0159
8 S -1.5602 0.4781 2.6189
9 C -1.7555 -2.4730 1.2394
10 C -2.6179 -3.5310 1.2284
11 C -3.2267 -3.9295 0.0293
12 C -2.8363 -3.2077 -1.1415
13 C -1.9762 -2.1598 -1.0416
14 N -1.4283 -1.7054 0.1410
15 H 1.2006 -0.5554 5.6131
16 H -0.2477 0.4345 5.2980
17 H 1.1491 0.5608 4.2213
18 H 1.1536 -2.8854 4.7728
19 H -0.1439 -4.1556 2.6958
20 H -2.8084 -4.0544 2.1587
21 H -3.9370 -4.7415 -0.0044
22 H -3.2162 -3.4793 -2.1177
23 H -1.6867 -1.6067 -1.9281
24 I -4.6398 3.2009 -1.2756
25 C -2.9810 2.5561 -2.3538
26 C -2.8236 2.9494 -3.6918
27 C -1.7346 2.5643 -4.4256
28 I -1.5737 3.2129 -6.4078
29 C -0.7343 1.7444 -3.8418
30 C 0.4524 1.3017 -4.4691
31 C 1.3486 0.5312 -3.7830
32 C 1.0701 0.1647 -2.4546
33 N -0.0323 0.5467 -1.8535
34 C -0.9229 1.3397 -2.5071
35 C -2.0532 1.7522 -1.7007
36 O -2.1184 1.3692 -0.4778
37 H -3.5820 3.5763 -4.1408
38 H 0.6470 1.5883 -5.4946
39 H 2.2672 0.1973 -4.2448
40 H 1.7457 -0.4454 -1.8666
41 Cl 0.6386 2.8316 0.5836
42 C 2.2533 2.1595 0.7310
43 C 3.3392 3.0014 0.7834
44 C 4.6200 2.4634 0.8660
45 C 4.7594 1.0797 0.8797
46 C 3.6519 0.2591 0.8245
47 Cl 3.8903 -1.4734 0.8341
48 C 2.3070 0.7313 0.7626
49 N 1.2234 -0.0241 0.7012
50 H 3.1860 4.0727 0.7521
51 H 5.4879 3.1068 0.9083
52 H 5.7414 0.6264 0.9303

***

Record 3
# C24H16Cl2MnN6O3SbSe4

C24H16Cl2MnN6O3SbSe4 as an isolated structure in a non-equilibrium geometry (ωB97M-V with the def2-TZVPD basis set, the OMol25 dataset).

Total energy = -364524.93881 eV
Spin multiplicity = 6
HOMO level (alpha / beta) = -5.4545 / -5.5398 eV
Max |F| = 2.20 eV/A
Energy relative to the best compared isomer or geometry (same formula, charge and spin) = 0.000 eV
Total charge = -1

Element x y z (Å)
1 Mn -0.3624 0.1600 1.0542
2 Cl -5.4010 -4.1788 -0.2109
3 C -4.0535 -3.3993 0.5519
4 C -3.6867 -2.1270 0.1222
5 C -2.6054 -1.4920 0.6963
6 N -2.1961 -0.1839 0.3641
7 C -2.5639 0.5546 -0.6853
8 O -3.3131 0.2406 -1.6142
9 C -1.9602 1.9445 -0.6083
10 C -2.3924 2.9455 -1.4488
11 C -1.8085 4.2024 -1.3225
12 C -0.8386 4.4039 -0.3609
13 C -0.4565 3.3388 0.4486
14 N -1.0067 2.1382 0.3186
15 C -1.8253 -2.1210 1.7005
16 C -2.2336 -3.3713 2.1352
17 C -3.3377 -4.0001 1.5665
18 Cl -3.7826 -5.5650 2.1716
19 N -0.6331 -1.4695 2.0910
20 C 0.2946 -2.1729 2.8193
21 O 0.0412 -2.8937 3.7687
22 C 1.6994 -2.0974 2.2954
23 C 2.7731 -2.1555 3.1723
24 C 4.0478 -2.0508 2.6431
25 C 4.1944 -1.9472 1.2678
26 C 3.0549 -1.9376 0.4782
27 N 1.8245 -1.9906 0.9745
28 H -4.2459 -1.6403 -0.6610
29 H -3.1633 2.7292 -2.1744
30 H -2.1131 5.0123 -1.9729
31 H -0.3669 5.3659 -0.2214
32 H 0.3050 3.4449 1.2149
33 H -1.6933 -3.8765 2.9186
34 H 2.5960 -2.2249 4.2360
35 H 4.9094 -2.0027 3.2951
36 H 5.1687 -1.8285 0.8158
37 H 3.1349 -1.8541 -0.6013
38 N -1.8893 -0.0778 -4.2993
39 C -0.6774 0.4721 -4.5457
40 O -0.2762 0.7314 -5.6678
41 C 0.1905 0.7380 -3.3495
42 C 1.1350 1.7590 -3.4276
43 C 1.9794 1.9730 -2.3564
44 C 1.8325 1.1896 -1.2197
45 N 0.9066 0.2373 -1.1152
46 C 0.1329 -0.0050 -2.1808
47 H -2.4806 -0.2104 -5.1029
48 H -2.3342 -0.0231 -3.3869
49 H 1.1921 2.3525 -4.3303
50 H 2.7463 2.7347 -2.3811
51 H 2.4808 1.3263 -0.3600
52 H -0.5470 -0.8472 -2.0936
53 Se 5.2507 1.2954 1.4435
54 Sb 3.5456 2.0958 2.9944
55 Se 2.9349 4.3867 3.1813
56 Se 4.6167 0.8087 4.7669
57 Se 1.2565 1.1624 2.1921

***

Record 4
# C24H16Cl2N7O2Pt

C24H16Cl2N7O2Pt as an isolated structure (ωB97M-V with the def2-TZVPD basis set, the OMol25 dataset).

Total energy = -67958.39535 eV
HOMO level = -10.5346 eV
Max |F| = 0.50 eV/A
Energy relative to the best compared isomer or geometry (same formula, charge and spin) = 0.000 eV
Total charge = +1

Element x y z (Å)
1 Pt 0.0916 -0.3803 -0.3212
2 Cl 0.4567 2.3403 2.2870
3 C 1.7913 1.2382 2.1618
4 Cl 1.2239 -0.4551 1.7671
5 H 2.2878 1.1225 3.1183
6 H 2.4586 1.5174 1.3559
7 C -10.2930 -7.6436 -5.3739
8 O -9.4870 -6.6762 -6.0329
9 C -8.5085 -6.0782 -5.3303
10 C -7.7463 -5.1356 -6.0280
11 C -6.7231 -4.4699 -5.3983
12 C -6.4289 -4.7241 -4.0538
13 C -7.1913 -5.6620 -3.3690
14 C -8.2271 -6.3411 -3.9914
15 C -5.3344 -3.9941 -3.4228
16 N -4.5839 -3.0894 -4.0175
17 C -3.7002 -2.6734 -3.0687
18 C -3.9063 -3.3289 -1.8715
19 N -4.9600 -4.1739 -2.1151
20 C -3.1264 -3.0865 -0.7068
21 C -3.2699 -3.6982 0.5486
22 C -2.4369 -3.3333 1.5739
23 C -1.4510 -2.3686 1.3581
24 N -1.2841 -1.7921 0.1769
25 C -2.1094 -2.1286 -0.8462
26 C -1.8897 -1.4352 -2.0778
27 N -0.8810 -0.5180 -2.0891
28 C -0.6205 0.1359 -3.2098
29 C -1.3646 -0.0742 -4.3768
30 C -2.3895 -0.9815 -4.3824
31 C -2.6672 -1.6934 -3.2049
32 H -11.0053 -7.9918 -6.1147
33 H -10.8304 -7.1993 -4.5336
34 H -9.6899 -8.4848 -5.0261
35 H -7.9835 -4.9483 -7.0662
36 H -6.1329 -3.7407 -5.9356
37 H -6.9991 -5.8890 -2.3265
38 H -8.8012 -7.0635 -3.4313
39 H -5.3878 -4.8140 -1.4700
40 H -4.0343 -4.4468 0.7112
41 H -2.5263 -3.7791 2.5536
42 H -0.7996 -2.0543 2.1587
43 H 0.1822 0.8564 -3.1662
44 H -1.1128 0.4983 -5.2576
45 H -2.9856 -1.1679 -5.2657
46 O 1.5817 0.8890 -0.7156
47 N 1.5302 1.6844 -1.7561
48 C 2.3784 2.6536 -1.7143
49 C 3.2332 2.8496 -0.5753
50 N 3.8606 2.9712 0.3786
51 C 2.4212 3.5517 -2.8303
52 N 2.4571 4.2700 -3.7246